1.
C6H6O3 | ωB97M-V/def2-TZVPD

Calculated values
HOMO energy: -9.294 eV
max |F|: 9.458 eV/A
energy above the lowest of the compared OMol25 structures with the same formula, charge and spin: 103.0 kcal per mole
SMILES: C#C[C@@]1(C(=O)O)C[C@@H]1O
Kohn-Sham gap: 0.3646 hartree

```
15
C6H6O3 | OMol25 | ωB97M-V/def2-TZVPD
C -2.75 -0.59 -0.56
C -1.56 -0.35 -0.23
C -0.12 -0.06 -0.09
C 0.13 1.27 -0.07
O 1.23 1.96 -0.35
O -1.05 1.94 0.24
C 0.55 -0.96 0.98
C 1.20 -1.02 -0.32
O 2.33 -0.31 -0.68
H -3.50 -1.14 -1.24
H -0.89 2.97 0.19
H 1.28 -0.54 1.70
H -0.08 -1.82 1.32
H 0.92 -1.97 -0.73
H 2.30 0.62 -0.16
```

These are the Mulliken partial charges, in e, on atoms 1 to 8:
1 C -0.38
2 C -0.75
3 C 0.87
4 C 0.67
5 O -0.72
6 O -0.45
7 C -0.51
8 C -0.18

2.
C37H25F10N2O2PS2W | ωB97M-V/def2-TZVPD

Calculated values
HOMO energy (alpha / beta): -13.250 / -13.262 eV
max |F|: 1.149 eV/A
charge: +2
energy above the lowest of the compared OMol25 structures with the same formula, charge and spin: 14.8 kcal per mole
Kohn-Sham gap (alpha / beta): 0.1954 / 0.2063 hartree
spin multiplicity: 3

```
80
C37H25F10N2O2PS2W | OMol25 | ωB97M-V/def2-TZVPD
W -0.34 0.91 1.28
O 3.71 -1.51 4.16
C 4.19 -1.31 2.92
C 5.54 -1.58 2.72
C 6.10 -1.41 1.47
C 5.34 -0.96 0.39
C 4.01 -0.68 0.57
C 3.41 -0.84 1.84
C 2.01 -0.51 2.00
O 1.37 0.06 0.97
N 1.37 -0.68 3.11
N 0.07 -0.17 3.01
C -0.66 -0.38 4.09
S 0.01 -1.12 5.47
C -1.56 -1.23 6.37
C -2.43 -0.06 5.96
S -2.32 0.07 4.15
H 2.75 -1.33 4.17
H 6.12 -1.94 3.56
H 7.15 -1.63 1.33
H 5.80 -0.84 -0.58
H 3.41 -0.34 -0.25
H -1.33 -1.19 7.44
H -2.03 -2.18 6.14
H -2.09 0.88 6.39
H -3.48 -0.22 6.21
F 0.08 9.31 -2.33
C 1.10 8.77 -1.64
F 2.18 8.77 -2.42
F 1.34 9.56 -0.59
C 0.73 7.38 -1.19
C 1.30 6.27 -1.79
C 0.92 5.00 -1.37
C -0.03 4.87 -0.36
C -0.60 5.99 0.24
C -0.22 7.24 -0.18
P -0.53 3.24 0.20
C -2.33 3.16 0.30
C -2.88 2.23 1.18
C -4.20 1.83 1.09
C -4.99 2.39 0.11
C -4.48 3.35 -0.77
C -3.15 3.72 -0.68
C -6.44 1.98 -0.05
F -6.65 1.50 -1.28
F -6.77 1.02 0.83
F -7.26 3.02 0.13
C -0.02 3.18 1.98
C 1.32 2.78 2.18
C 1.84 2.66 3.47
C 1.03 2.98 4.55
C -0.26 3.47 4.37
C -0.80 3.56 3.10
C 1.54 2.81 5.97
F 0.63 2.12 6.68
F 1.70 4.00 6.55
F 2.69 2.15 6.01
H 2.04 6.39 -2.57
H 1.35 4.12 -1.84
H -1.34 5.88 1.02
H -0.65 8.13 0.28
H -2.31 1.83 2.04
H -4.61 1.10 1.77
H -5.12 3.78 -1.52
H -2.74 4.44 -1.39
H 1.97 2.61 1.33
H 2.85 2.33 3.62
H -0.85 3.76 5.23
H -1.81 3.91 2.97
F -3.97 -2.74 -1.96
C -3.12 -1.90 -1.38
C -2.44 -2.31 -0.25
C -1.57 -1.42 0.34
C -1.41 -0.11 -0.16
C -2.10 0.26 -1.32
C -2.95 -0.64 -1.94
H -2.58 -3.31 0.13
H -1.02 -1.77 1.21
H -1.99 1.25 -1.74
H -3.50 -0.38 -2.83
```

These are the Mulliken partial charges, in e, on atoms 1 to 8:
1 W -0.36
2 O -0.63
3 C 0.36
4 C -0.73
5 C -0.36
6 C -0.88
7 C -0.53
8 C 0.09

3.
C49H56F9N5OOsPSbTe | ωB97M-V/def2-TZVPD

Calculated values
HOMO energy (alpha / beta): -14.382 / -15.598 eV
max |F|: 1.792 eV/A
charge: +3
energy above the lowest of the compared OMol25 structures with the same formula, charge and spin: 37.9 kcal per mole
Kohn-Sham gap (alpha / beta): 0.2418 / 0.1360 hartree
spin multiplicity: 6

```
124
C49H56F9N5OOsPSbTe | OMol25 | ωB97M-V/def2-TZVPD
Os 0.28 -1.38 0.46
C 1.73 -3.53 -1.65
C 1.40 -2.12 -2.07
O 2.06 -1.61 -2.96
N 0.26 -1.44 -1.60
Te 0.01 -0.24 -3.34
C -1.81 0.77 -3.15
C -1.93 2.13 -2.79
C -0.89 2.90 -2.02
C -3.09 2.79 -3.16
C -4.12 2.16 -3.86
C -5.34 2.91 -4.29
C -3.98 0.81 -4.16
C -2.84 0.09 -3.82
C -2.80 -1.39 -4.15
C 1.32 1.41 -3.48
C 1.24 2.05 -4.71
C 0.24 1.73 -5.80
C 2.12 3.11 -4.94
C 3.07 3.53 -3.99
C 3.99 4.68 -4.27
C 3.12 2.86 -2.78
C 2.27 1.81 -2.49
C 2.42 1.14 -1.16
H 1.31 -4.18 -2.42
H 1.30 -3.83 -0.69
H 2.80 -3.67 -1.65
H -0.19 2.26 -1.49
H -1.38 3.54 -1.29
H -0.31 3.56 -2.68
H -3.21 3.83 -2.88
H -5.34 3.94 -3.93
H -6.25 2.42 -3.94
H -5.40 2.94 -5.38
H -4.79 0.29 -4.67
H -3.81 -1.78 -4.22
H -2.28 -1.97 -3.40
H -2.32 -1.57 -5.12
H -0.11 0.70 -5.80
H 0.68 1.90 -6.78
H -0.63 2.38 -5.72
H 2.08 3.62 -5.90
H 3.92 5.02 -5.30
H 5.03 4.40 -4.07
H 3.75 5.52 -3.61
H 3.84 3.17 -2.03
H 2.82 1.84 -0.42
H 3.10 0.29 -1.23
H 1.46 0.78 -0.78
F -1.63 -0.26 8.63
C -1.21 -1.31 7.93
F -0.01 -1.68 8.38
F -2.06 -2.32 8.14
C -1.16 -0.99 6.45
C -0.10 -1.42 5.68
C -0.10 -1.16 4.32
C -1.16 -0.47 3.74
C -2.22 -0.02 4.53
C -2.22 -0.29 5.88
P -1.15 -0.08 1.99
C -1.11 1.71 1.85
C -2.27 2.47 1.72
C -2.18 3.86 1.69
C -0.94 4.47 1.78
C 0.22 3.71 1.94
C 0.13 2.33 1.98
C -0.85 5.97 1.63
F -0.83 6.28 0.32
F 0.27 6.45 2.17
F -1.89 6.58 2.18
C -2.69 -0.69 1.27
C -3.05 -0.26 -0.01
C -4.12 -0.84 -0.66
C -4.82 -1.87 -0.05
C -4.48 -2.30 1.22
C -3.42 -1.70 1.89
C -5.90 -2.57 -0.85
F -5.32 -3.38 -1.76
F -6.67 -3.33 -0.07
F -6.66 -1.70 -1.50
H 0.72 -1.95 6.14
H 0.74 -1.48 3.70
H -3.05 0.53 4.09
H -3.04 0.05 6.51
H -3.25 2.00 1.65
H -3.08 4.46 1.60
H 1.17 4.21 2.05
H 1.03 1.74 2.11
H -2.51 0.55 -0.49
H -4.42 -0.48 -1.64
H -5.06 -3.08 1.70
H -3.18 -2.01 2.90
C 6.38 0.87 1.09
C 6.72 -0.58 1.43
C 6.80 -1.45 0.18
C 5.77 -1.15 2.48
N 4.38 -1.27 1.98
C 3.83 -2.26 1.27
N 2.58 -1.90 1.01
N 2.42 -0.69 1.57
N 3.49 -0.30 2.16
H 7.10 1.26 0.37
H 6.41 1.51 1.97
H 5.39 0.95 0.63
H 7.70 -0.60 1.92
H 5.87 -1.41 -0.40
H 7.02 -2.50 0.43
H 7.59 -1.10 -0.47
H 5.72 -0.51 3.36
H 6.08 -2.15 2.79
H 4.32 -3.17 0.98
C -1.69 -4.30 3.21
Sb -0.43 -3.93 1.54
C 1.32 -4.96 2.17
C -1.19 -5.33 0.13
H -1.30 -5.19 3.69
H -2.70 -4.49 2.84
H -1.70 -3.46 3.90
H 1.02 -5.97 2.43
H 1.75 -4.48 3.05
H 2.05 -4.99 1.36
H -1.58 -6.17 0.70
H -0.38 -5.66 -0.51
H -1.99 -4.89 -0.46
```

These are the Mulliken partial charges, in e, on atoms 1 to 8:
1 Os 2.08
2 C -0.68
3 C 0.39
4 O -0.63
5 N 0.05
6 Te 0.68
7 C 1.88
8 C 0.67

4.
C28H40AsN6O4W | ωB97M-V/def2-TZVPD

Calculated values
HOMO energy (alpha / beta): -14.249 / -14.248 eV
max |F|: 1.533 eV/A
charge: +3
Kohn-Sham gap (alpha / beta): 0.1318 / 0.1372 hartree
spin multiplicity: 3

```
80
C28H40AsN6O4W | OMol25 | ωB97M-V/def2-TZVPD
W 0.01 -0.96 2.34
N -1.28 -0.30 4.21
C -1.44 -1.31 5.32
C -1.68 -2.70 4.71
C -0.69 -2.74 3.60
O -1.04 -2.73 2.35
O 0.52 -2.39 3.78
H -0.96 0.58 4.63
H -2.21 -0.08 3.83
H -2.26 -1.02 5.98
H -0.51 -1.30 5.89
H -2.68 -2.82 4.30
H -1.50 -3.49 5.44
C -4.09 1.00 -8.04
C -3.57 1.53 -6.74
C -4.00 0.99 -5.52
C -3.55 1.49 -4.31
C -2.65 2.55 -4.32
N -2.20 3.13 -3.10
C -1.81 2.44 -2.03
O -1.81 1.23 -1.93
N -1.40 3.25 -0.94
C -0.82 2.83 0.23
C -0.38 3.79 1.16
C 0.17 3.42 2.37
C 0.28 2.07 2.67
N -0.13 1.12 1.80
C -0.65 1.48 0.60
C -2.20 3.10 -5.52
C -2.67 2.60 -6.71
H -4.79 1.71 -8.48
H -4.61 0.06 -7.90
H -3.28 0.85 -8.75
H -4.70 0.17 -5.52
H -3.92 1.09 -3.38
H -2.07 4.14 -3.12
H -1.49 4.26 -1.04
H -0.49 4.84 0.93
H 0.51 4.15 3.07
H 0.74 1.74 3.60
H -1.01 0.71 -0.07
H -1.51 3.93 -5.51
H -2.33 3.04 -7.64
C 2.40 -0.38 -1.77
C 1.01 -0.99 -1.72
As 0.34 -1.85 -0.09
C 1.35 -3.51 0.11
C 1.53 -4.26 -1.20
C -1.47 -2.38 -0.58
C -2.55 -1.46 -0.03
H 2.65 -0.14 -2.80
H 3.18 -1.07 -1.41
H 2.46 0.55 -1.21
H 0.93 -1.85 -2.41
H 0.24 -0.27 -2.01
H 0.79 -4.11 0.84
H 2.32 -3.25 0.57
H 0.58 -4.43 -1.72
H 1.96 -5.24 -1.00
H 2.21 -3.75 -1.89
H -1.59 -3.41 -0.24
H -1.51 -2.37 -1.67
H -2.41 -1.19 1.05
H -3.52 -1.95 -0.07
H -2.62 -0.53 -0.59
N 7.13 0.10 3.18
C 6.06 0.68 3.71
O 6.05 1.63 4.46
C 4.69 0.14 3.32
C 3.76 -0.04 4.34
C 2.46 -0.38 4.01
N 2.05 -0.48 2.72
C 2.95 -0.30 1.74
C 4.27 0.00 2.00
H 8.04 0.46 3.43
H 7.08 -0.74 2.63
H 4.04 0.09 5.37
H 1.72 -0.55 4.78
H 2.59 -0.37 0.72
H 4.95 0.15 1.18
```

These are the Mulliken partial charges, in e, on atoms 1 to 8:
1 W 1.99
2 N -0.81
3 C -0.65
4 C -0.55
5 C 0.63
6 O -0.63
7 O -0.75
8 H 0.31

Respective energy values: -457.7730 -3887.8991 -4087.8746 -4022.4532 hartree.